1.
{
  "formula": "C23H28NS2",
  "method": "wB97M-V/def2-TZVPD",
  "symbols": ["C", "C", "C", "C", "C", "C", "N", "C", "C", "C", "C", "C", "C", "C", "C", "C", "C", "C", "C", "C", "H", "H", "H", "H", "H", "H", "H", "H", "H", "H", "H", "H", "H", "H", "H", "H", "H", "H", "H", "H", "H", "C", "C", "S", "C", "S", "C", "H", "H", "H", "H", "H", "H", "H"],
  "xyz": [[4.4520, -1.6554, 1.2726], [3.9464, -0.7482, 2.2093], [2.5879, -0.7548, 2.5241], [1.7034, -1.6756, 1.9287], [0.2459, -1.6147, 2.1817], [-0.5193, -0.5291, 1.7669], [-1.9002, -0.5681, 1.6404], [-2.5605, -1.8473, 1.8769], [-4.0865, -1.7504, 1.9574], [-4.7158, -0.9253, 0.8419], [-4.0291, 0.4270, 0.7256], [-2.5086, 0.3174, 0.6315], [0.1243, 0.8000, 1.5094], [1.0211, 0.9524, 0.4418], [1.5981, 2.1936, 0.1826], [1.2806, 3.2883, 0.9959], [0.3968, 3.1395, 2.0718], [-0.1888, 1.8982, 2.3291], [2.2587, -2.6664, 1.0841], [3.6051, -2.6299, 0.7282], [5.5033, -1.6195, 0.9868], [4.6046, -0.0154, 2.6813], [2.2005, -0.0272, 3.2394], [-0.2453, -2.5780, 2.3276], [-2.2859, -2.5656, 1.0804], [-2.1949, -2.2443, 2.8323], [-4.4793, -2.7722, 1.9396], [-4.3581, -1.3183, 2.9288], [-4.6524, -1.4653, -0.1104], [-5.7768, -0.7780, 1.0619], [-4.3810, 0.9524, -0.1686], [-4.2957, 1.0515, 1.5876], [-2.0963, 1.3273, 0.7331], [-2.2420, -0.0351, -0.3852], [1.2679, 0.0811, -0.1692], [2.2914, 2.3023, -0.6547], [1.7285, 4.2634, 0.7945], [0.1470, 3.9884, 2.7123], [-0.8779, 1.7580, 3.1677], [1.5916, -3.4315, 0.6798], [3.9953, -3.3594, 0.0143], [0.1470, -1.8474, 7.9465], [-0.7488, -0.7665, 7.3586], [-1.3433, -1.1638, 5.6552], [0.0960, -1.3662, 4.7960], [1.2377, -2.4548, 5.3900], [1.4457, -1.9956, 7.1673], [0.3971, -1.5673, 8.9760], [-0.3836, -2.8047, 7.9827], [-1.6673, -0.6517, 7.9528], [-0.2268, 0.1964, 7.2929], [0.3549, -0.5713, 4.0990], [2.0260, -1.0630, 7.1756], [2.0574, -2.8105, 7.5839]],
  "atomic_forces_ev_per_a": [[-0.2705, -0.0966, 0.1373], [-0.1091, -0.0717, -0.1164], [-0.0096, -0.1631, -0.2426], [1.0026, 0.0739, 0.5274], [-0.4087, -0.9425, -0.4756], [-1.1447, 0.2544, 0.2360], [1.3428, -0.0241, 0.0868], [-0.2815, -0.2914, -0.0900], [0.0531, 0.0717, 0.2287], [0.0352, -0.0846, -0.0292], [0.0361, 0.0277, 0.2280], [-0.2562, 0.4722, -0.5288], [0.0802, 0.1035, -0.2449], [-0.1049, -0.0073, 0.1689], [-0.1728, 0.0512, 0.1694], [-0.0389, -0.1065, 0.0660], [0.0099, -0.1461, -0.0709], [0.2346, -0.2575, -0.1726], [-0.5057, 0.4008, 0.2001], [0.0470, 0.1436, 0.1229], [-0.2886, -0.0305, 0.0860], [-0.1924, -0.2452, -0.1783], [0.1580, -0.0617, -0.2567], [0.0843, 0.1966, -0.3988], [0.0649, 0.2084, 0.1927], [-0.0227, 0.0166, -0.2300], [0.0493, 0.1279, 0.0811], [0.0169, -0.0092, -0.1179], [0.0340, 0.0406, 0.0699], [0.0819, -0.0756, -0.1200], [0.0988, -0.0084, 0.1479], [0.0520, -0.1009, -0.0537], [0.0168, -0.3962, -0.0202], [0.0101, -0.0571, 0.3889], [-0.0587, 0.3261, 0.1228], [-0.2428, 0.0094, 0.3102], [-0.1453, -0.3117, 0.0659], [0.1461, -0.2417, -0.2547], [0.1501, 0.1368, -0.2933], [0.2547, 0.2081, -0.0005], [-0.1250, 0.2232, 0.2939], [0.0083, 0.0002, -0.1531], [0.2437, -0.5050, 0.2935], [-1.8270, 0.9497, 0.1429], [0.7955, 1.5652, 0.1709], [1.7233, -0.5403, -0.4714], [-0.4757, -0.1367, 0.4018], [0.0009, -0.0057, -0.0666], [0.0635, 0.1691, 0.0149], [0.2345, 0.0213, -0.3789], [-0.2392, -0.1883, 0.0130], [0.0313, -0.6714, 0.3967], [-0.0886, -0.3099, -0.0778], [-0.1518, 0.2891, -0.3213]],
  "nbo_charge": [-0.194, -0.226, -0.143, -0.103, -0.307, 0.307, -0.367, -0.221, -0.405, -0.403, -0.407, -0.224, -0.134, -0.179, -0.198, -0.188, -0.224, -0.163, -0.191, -0.206, 0.228, 0.224, 0.192, 0.240, 0.198, 0.207, 0.228, 0.205, 0.205, 0.227, 0.230, 0.206, 0.234, 0.194, 0.231, 0.232, 0.230, 0.229, 0.213, 0.219, 0.230, -0.444, -0.481, 0.313, -0.406, 0.368, -0.486, 0.244, 0.232, 0.261, 0.229, 0.249, 0.233, 0.261],
  "homo_energy_ev": -10.51,
  "total_charge": 1,
  "total_energy_ev": -47457.355
}

---

2.
{
  "formula": "C23H29ClNO5P",
  "method": "wB97M-V/def2-TZVPD",
  "symbols": ["C", "C", "C", "C", "C", "C", "C", "C", "C", "C", "C", "C", "O", "C", "C", "C", "O", "C", "N", "C", "C", "C", "C", "Cl", "C", "P", "O", "O", "C", "C", "O", "H", "H", "H", "H", "H", "H", "H", "H", "H", "H", "H", "H", "H", "H", "H", "H", "H", "H", "H", "H", "H", "H", "H", "H", "H", "H", "H", "H", "H"],
  "xyz": [[-2.0011, 4.4335, -3.7085], [-2.8453, 3.1256, -3.2647], [-2.8967, 2.9160, -1.6513], [-2.9459, 1.2963, -1.4194], [-3.7158, 0.8712, -0.0675], [-3.5963, 1.9677, 1.1225], [-3.7136, 1.1975, 2.5520], [-2.6615, 1.8138, 3.6095], [-1.4098, 0.7851, 3.8255], [-0.6147, 0.6881, 2.4348], [-0.0814, 1.9008, 1.8997], [0.6810, 1.8894, 0.4924], [0.6798, 2.8509, -0.3241], [1.4436, 0.5259, 0.1176], [2.7009, 0.5623, -0.8050], [3.3899, -0.7969, -1.1115], [4.5869, -0.7831, -1.9325], [4.0736, -0.6411, -3.2679], [3.7891, -0.6970, -4.4443], [2.8423, -2.1680, -0.5714], [3.6578, -3.4759, -0.9914], [5.1237, -3.4290, -0.2948], [5.4287, -4.6651, 0.6884], [6.2980, -3.9893, 2.1875], [1.5813, -2.1784, 0.3486], [0.8328, -3.7512, 1.0925], [2.0091, -4.9739, 1.3750], [-0.5120, -4.3259, 0.1959], [0.8623, -0.8230, 0.7084], [-0.4339, -0.6930, 1.6187], [-1.3537, -1.5453, 1.7366], [-2.0395, 5.2825, -2.9277], [-2.4590, 4.8046, -4.6981], [-0.9037, 4.1984, -3.9224], [-2.2628, 2.2106, -3.6788], [-3.8905, 3.0811, -3.7360], [-3.8517, 3.4321, -1.2432], [-1.9727, 3.3884, -1.1711], [-3.4441, 0.8551, -2.3490], [-1.8471, 0.9218, -1.4280], [-3.2305, -0.1141, 0.3087], [-4.8483, 0.6832, -0.2279], [-4.4622, 2.7218, 0.9635], [-2.6158, 2.5641, 1.0578], [-3.4584, 0.0740, 2.4513], [-4.7652, 1.3572, 3.0124], [-3.1009, 2.0215, 4.6522], [-2.3026, 2.8204, 3.2001], [-1.7623, -0.2235, 4.2314], [-0.6973, 1.3051, 4.5720], [-0.2208, 2.8942, 2.4466], [3.0444, 1.5852, -1.1940], [3.8549, -3.3884, -2.1318], [3.1005, -4.4604, -0.8443], [5.2482, -2.4321, 0.2750], [5.9280, -3.4012, -1.1246], [6.1909, -5.3449, 0.1553], [4.5014, -5.2755, 0.9640], [1.8105, -5.7490, 0.7783], [-0.7426, -3.7003, -0.5432]],
  "atomic_forces_ev_per_a": [[-0.7307, 0.0484, -0.4587], [1.3779, -0.2534, 0.4249], [-0.5890, -0.6125, -1.1576], [-0.0746, 0.9849, 0.2364], [0.5512, -0.0817, 0.2457], [-0.4948, -0.7605, -0.3006], [0.1691, 0.9431, 0.5965], [0.1785, -0.6073, 0.2235], [0.0850, 1.2546, -0.7651], [1.4890, 2.0763, -0.9240], [-0.2687, -2.6291, -0.1948], [-0.1330, 1.0029, -1.2146], [0.1161, -3.2368, 3.1369], [0.9395, -2.5156, -0.2439], [-1.7599, -3.3262, 1.7624], [-3.3976, 0.5137, 2.8019], [-3.3887, 0.4811, -3.2210], [0.7277, -1.1786, -2.4518], [1.3049, 0.5245, 6.1157], [-0.9653, 2.7025, 0.3369], [0.4760, 1.1265, -0.7895], [0.1664, 0.1186, -0.0279], [0.5018, 0.1487, -1.1707], [-0.7823, -0.7876, -0.9696], [1.3043, 2.6558, -2.9264], [-1.4026, 0.6852, 3.4568], [-1.5189, -0.0893, -2.8122], [2.1209, 1.2016, -1.0426], [2.5946, 0.5207, -2.0004], [-1.8841, -0.4766, 0.7090], [3.5707, 2.5026, -0.7234], [-0.0751, -1.3697, -1.2423], [0.8202, -0.2929, 1.5125], [-1.5333, 0.1838, 0.4735], [-1.0243, 1.4654, 0.5464], [1.4944, 0.2545, 0.8274], [1.6315, -0.8830, -0.5589], [-1.3039, -0.7080, -0.6325], [0.5664, 0.4281, 1.4004], [-1.7910, 0.5328, 0.1685], [-0.9896, 1.5467, -0.6111], [1.9361, 0.2049, 0.0273], [1.4740, -1.1639, 0.5386], [-1.4224, -1.0560, 0.0831], [-0.7245, 1.8083, 0.0160], [1.6370, -0.5835, -0.9896], [0.4394, -0.4202, -1.6106], [-0.2952, -1.4367, 0.7153], [0.5569, 1.4470, -0.7644], [-0.9919, -1.1247, -1.0970], [0.2055, -1.5136, -1.0981], [-0.4365, -1.9140, 0.5416], [-0.5366, -0.1153, 1.8311], [0.7098, 1.5983, 0.1105], [-0.3284, -1.7359, -0.8049], [-1.3149, -0.1448, 1.3609], [-1.2403, 0.9529, 1.1047], [1.4035, 1.1928, -0.0524], [0.4963, 0.8116, 0.7275], [0.3534, -0.9011, 0.8247]],
  "nbo_charge": [-0.629, -0.403, -0.417, -0.406, -0.413, -0.416, -0.430, -0.386, -0.450, 0.002, -0.294, 0.531, -0.517, -0.083, -0.199, 0.264, -0.474, 0.508, -0.347, 0.016, -0.457, -0.427, -0.359, -0.094, -0.373, 1.327, -0.968, -0.961, -0.087, 0.519, -0.504, 0.208, 0.209, 0.214, 0.195, 0.205, 0.201, 0.218, 0.209, 0.200, 0.208, 0.208, 0.212, 0.207, 0.221, 0.219, 0.214, 0.200, 0.246, 0.231, 0.248, 0.275, 0.240, 0.234, 0.238, 0.225, 0.220, 0.234, 0.489, 0.506],
  "homo_energy_ev": -8.35,
  "smiles": "CCCCCCCCCC1=CC(=O)c2cc(OC#N)c(CCCCl)c(P(O)O)c2C1=O",
  "total_energy_ev": -57849.844
}